1.
A structure of composition C31H66InN5O3S2Si4, computed with ωB97M-V/def2-TZVPD.

* Kohn-Sham gap: 6.84 eV
* spin multiplicity: 1
* LUMO energy: 0.5 eV
* DFT total energy: -3865.0018 hartree
* molecular weight: 848.20 u

Element x y z (Å)
In  1.463  0.610  0.374
C  1.773  3.626  2.967
O  1.542  3.005  1.718
Si  0.644  3.701  0.464
C  1.466  5.309  -0.039
C  -0.970  4.222  1.284
C  0.575  2.326  -0.785
Si  1.951  2.211  -2.061
C  1.532  1.250  -3.610
C  4.333  1.920  -0.601
C  2.689  3.811  -2.705
Si  -1.166  2.048  -1.419
C  -2.432  1.778  -0.034
C  -1.370  0.557  -2.548
C  -1.694  3.558  -2.424
H  2.243  4.606  2.841
H  2.444  2.984  3.540
H  0.838  3.748  3.521
H  1.228  6.095  0.679
H  1.105  5.637  -1.015
H  2.549  5.209  -0.099
H  -0.770  5.115  1.880
H  -1.364  3.456  1.952
H  -1.756  4.480  0.574
H  1.167  0.247  -3.403
H  2.451  1.170  -4.197
H  0.799  1.783  -4.218
H  4.872  1.201  0.029
H  3.389  2.720  0.909
H  5.027  2.314  -1.350
H  1.901  4.473  -3.072
H  3.330  3.567  -3.556
H  3.277  4.356  -1.974
H  -1.967  1.649  0.943
H  -2.995  0.865  -0.235
H  -3.134  2.609  0.043
H  -0.800  -0.302  -2.189
H  -1.075  0.754  -3.577
H  -2.428  0.286  -2.549
H  -1.618  4.482  -1.847
H  -2.725  3.469  -2.773
H  -1.056  3.671  -3.304
C  3.150  -2.232  6.396
Si  3.241  -0.503  5.674
C  2.958  0.761  7.034
C  4.934  -0.233  4.939
C  1.770  -0.340  4.488
C  0.517  -0.536  5.056
C  -0.658  -0.445  4.315
C  -0.547  -0.146  2.978
N  0.640  0.043  2.400
C  1.790  -0.050  3.110
S  3.229  0.212  2.162
H  3.942  -2.383  7.132
H  3.270  -2.983  5.614
H  2.196  -2.418  6.892
H  3.743  0.694  7.789
H  2.001  0.614  7.536
H  2.969  1.775  6.629
H  5.667  -0.356  5.741
H  5.048  0.764  4.517
H  5.160  -0.951  4.152
H  0.444  -0.766  6.114
H  -1.628  -0.602  4.764
H  -1.413  -0.054  2.335
C  3.199  -2.471  -2.193
C  2.810  -1.131  -1.627
N  1.564  -0.997  -1.033
O  1.070  -2.280  -0.594
C  3.605  -0.050  -1.803
C  4.857  -0.053  -2.634
N  3.208  1.219  -1.226
O  3.896  3.027  0.139
H  2.720  -3.275  -1.645
H  4.277  -2.610  -2.138
H  2.900  -2.554  -3.242
H  0.177  -2.079  -0.261
H  4.862  -0.883  -3.338
H  5.777  -0.118  -2.043
H  4.925  0.862  -3.230
C  -7.398  -2.149  -1.536
C  -6.682  -0.823  -1.314
C  -5.619  -0.520  -2.370
C  -4.561  -1.605  -2.555
N  -3.910  -1.904  -1.289
C  -2.621  -2.226  -1.088
S  -1.907  -1.925  0.415
N  -1.901  -2.765  -2.090
C  -2.394  -3.650  -3.147
C  -3.172  -4.867  -2.651
C  -2.334  -5.964  -1.994
C  -1.771  -5.618  -0.620
H  -8.196  -2.293  -0.807
H  -6.717  -2.997  -1.444
H  -7.845  -2.189  -2.531
H  -6.248  -0.799  -0.309
H  -7.408  -0.007  -1.323
H  -5.123  0.427  -2.138
H  -6.113  -0.390  -3.337
H  -3.801  -1.245  -3.251
H  -5.014  -2.504  -2.985
H  -4.370  -1.587  -0.451
H  -0.926  -2.872  -1.845
H  -1.506  -3.973  -3.693
H  -2.999  -3.087  -3.858
H  -3.686  -5.288  -3.521
H  -3.955  -4.538  -1.961
H  -1.518  -6.240  -2.671
H  -2.961  -6.854  -1.904
H  -0.979  -4.872  -0.661
H  -1.355  -6.505  -0.142
H  -2.547  -5.219  0.036

Forces on atoms 1 to 2 (eV/Å):
0.1 0.1 -0.4
0.0 0.0 0.0

***

2.
A structure of composition C3H2FHgMgO2 at a distorted geometry, computed with ωB97M-V/def2-TZVPD.

* Kohn-Sham gap (spin up / spin down): 4.75 / 4.84 eV
* spin multiplicity: 2
* LUMO energy (spin up / spin down): -12.2 / -12.2 eV
* DFT total energy: -718.3949 hartree
* molecular weight: 313.94 u
* charge: +2
* expectation value of S²: 0.83

Element x y z (Å)
O  0.258  0.747  0.093
C  -0.972  0.572  -0.343
O  -1.259  1.214  -1.375
Hg  -0.175  3.363  -0.155
Mg  0.152  0.613  2.611
C  0.664  -1.073  -0.581
C  -0.457  -1.384  0.213
H  1.575  -1.636  -0.349
H  0.452  -1.169  -1.653
F  -0.238  -1.245  1.538

Forces on atoms 1 to 2 (eV/Å):
1.8 1.2 3.5
0.2 1.3 -6.0

***

3.
A cluster of 3 separate species, C16H37BrN in total, computed with ωB97M-V/def2-TZVPD.

* Kohn-Sham gap: 9.95 eV
* spin multiplicity: 1
* LUMO energy: -3.3 eV
* DFT total energy: -3260.3599 hartree
* molecular weight: 323.38 u
* charge: +1

Element x y z (Å)
Br  -0.454  -1.660  5.043
C  0.763  -1.695  3.580
C  0.263  -1.116  2.260
C  1.532  -1.269  1.429
N  2.613  -0.802  2.394
C  1.991  -0.825  3.798
H  1.098  -2.721  3.419
H  0.065  -0.049  2.408
H  -0.623  -1.577  1.832
H  1.651  -2.330  1.221
H  1.554  -0.697  0.505
H  3.426  -1.414  2.339
H  2.897  0.152  2.163
H  1.681  0.196  4.009
H  2.715  -1.167  4.532
C  -1.199  2.882  0.520
C  -0.023  2.067  -0.004
C  1.269  2.289  0.777
C  1.835  3.708  0.768
C  2.118  4.262  -0.627
C  3.156  3.460  -1.404
H  -1.031  3.954  0.422
H  -2.106  2.642  -0.036
H  -1.386  2.667  1.575
H  0.132  2.273  -1.066
H  -0.279  1.002  0.065
H  2.024  1.592  0.383
H  1.081  1.999  1.824
H  2.762  3.720  1.351
H  1.144  4.374  1.289
H  2.466  5.292  -0.521
H  1.190  4.316  -1.202
H  4.104  3.418  -0.861
H  3.353  3.913  -2.375
H  2.826  2.435  -1.589
C  -2.094  -4.212  -3.459
C  -2.168  -2.692  -3.538
C  -1.224  -1.983  -2.569
C  -1.493  -2.275  -1.091
C  -2.904  -1.933  -0.611
C  -3.243  -0.453  -0.751
H  -2.390  -4.584  -2.476
H  -2.756  -4.675  -4.192
H  -1.079  -4.564  -3.658
H  -3.197  -2.364  -3.364
H  -1.920  -2.373  -4.553
H  -1.276  -0.905  -2.744
H  -0.194  -2.276  -2.800
H  -0.771  -1.700  -0.493
H  -1.291  -3.329  -0.883
H  -2.993  -2.223  0.441
H  -3.640  -2.536  -1.148
H  -2.517  0.145  -0.192
H  -4.234  -0.237  -0.354
H  -3.224  -0.125  -1.790

Forces on atoms 1 to 2 (eV/Å):
0.0 0.1 0.1
0.3 0.1 -0.3

***

4.
A cluster of 2 separate species, C14H23Br2NO6 in total at a distorted geometry, computed with ωB97M-V/def2-TZVPD.

* Kohn-Sham gap (spin up / spin down): 7.44 / 7.36 eV
* spin multiplicity: 2
* LUMO energy (spin up / spin down): 2.3 / 2.2 eV
* DFT total energy: -6201.5249 hartree
* molecular weight: 461.15 u
* charge: -1
* expectation value of S²: 0.75

Element x y z (Å)
C  0.616  -1.175  -3.027
C  0.369  -0.191  -4.160
Br  -0.661  -1.020  -5.570
C  -0.332  1.057  -3.575
Br  0.583  2.657  -4.303
O  -1.674  1.199  -3.897
C  -2.479  1.055  -2.798
O  -2.210  1.590  -1.755
O  -3.541  0.329  -2.934
C  -3.817  -0.334  -4.247
O  -3.799  -1.554  -4.152
O  -4.075  0.414  -5.186
H  1.037  -2.090  -3.425
H  -0.325  -1.374  -2.518
H  1.264  -0.713  -2.285
H  1.299  0.113  -4.617
H  -0.174  1.078  -2.505
C  1.790  1.769  1.937
C  0.485  1.104  1.458
C  -0.592  1.216  2.536
C  -0.387  0.260  3.711
C  -0.233  -1.175  3.208
C  0.872  -1.327  2.163
N  0.741  -0.318  1.069
O  -0.172  -0.708  0.239
C  2.246  -1.219  2.857
C  0.833  -2.736  1.583
C  0.047  1.921  0.250
H  2.206  1.342  2.847
H  2.552  1.715  1.159
H  1.606  2.821  2.151
H  -1.569  1.011  2.089
H  -0.633  2.245  2.898
H  0.483  0.561  4.302
H  -1.246  0.319  4.382
H  -0.027  -1.843  4.048
H  -1.186  -1.500  2.779
H  3.041  -1.064  2.125
H  2.465  -2.142  3.393
H  2.298  -0.426  3.599
H  -0.136  -2.977  1.152
H  1.022  -3.459  2.376
H  1.595  -2.865  0.812
H  0.764  1.822  -0.568
H  -0.005  2.976  0.520
H  -0.940  1.637  -0.119

Forces on atoms 1 to 2 (eV/Å):
-0.4 0.3 -0.2
-0.2 0.1 0.4